# 1
Entry from OMol25: C40H32AuNO3P2S as an isolated structure (ωB97M-V/def2-TZVPD).

```
80
Properties=species:S:1:pos:R:3
Au -0.2927 -0.3657 0.9103
O 3.5888 -0.5595 -0.1139
S 2.2427 -0.0860 -0.3432
C 2.3425 1.6895 -0.6756
C 3.6012 2.2125 -0.9053
C 3.7402 3.5655 -1.1627
C 2.6219 4.3866 -1.1497
C 1.3618 3.8671 -0.8951
C 1.2099 2.4998 -0.6465
P -0.4586 1.8455 -0.3117
C -1.5508 2.8257 -1.3857
C -1.4507 2.6324 -2.7661
C -2.2003 3.4155 -3.6229
C -3.0590 4.3780 -3.1081
C -3.1699 4.5579 -1.7366
C -2.4326 3.7764 -0.8653
C -0.9333 2.3059 1.3682
C -0.0875 2.9547 2.2608
C -0.5325 3.1917 3.5486
C -1.7930 2.7661 3.9478
C -2.6279 2.0976 3.0613
C -2.2001 1.8583 1.7734
C 1.8288 -0.7086 -2.0085
C 2.5779 -0.3574 -3.1153
C 2.3360 -0.9991 -4.3216
C 1.3712 -1.9919 -4.4060
C 0.6160 -2.3392 -3.2981
C 0.8474 -1.6917 -2.0826
P -0.0652 -2.1598 -0.5886
C 0.8414 -3.4758 0.2400
C 1.4650 -4.4725 -0.5113
C 2.0468 -5.5419 0.1453
C 2.0371 -5.6012 1.5318
C 1.4682 -4.5773 2.2742
C 0.8621 -3.5137 1.6334
C -1.6533 -2.7529 -1.1709
C -2.1900 -3.9705 -0.7576
C -3.4550 -4.3254 -1.1915
C -4.1818 -3.4670 -2.0055
C -3.6524 -2.2422 -2.3971
C -2.3938 -1.8749 -1.9718
H 4.4502 1.5460 -0.8756
H 4.7160 3.9710 -1.3808
H 2.7341 5.4438 -1.3322
H 0.4973 4.5184 -0.8801
H -0.7820 1.8746 -3.1555
H -2.1230 3.2761 -4.6904
H -3.6438 4.9914 -3.7756
H -3.8297 5.3145 -1.3391
H -2.5233 3.9247 0.2013
H 0.9007 3.2593 1.9483
H 0.1092 3.7091 4.2446
H -2.1297 2.9538 4.9563
H -3.5988 1.7511 3.3786
H -2.8333 1.3272 1.0709
H 3.3507 0.3905 -3.0367
H 2.9208 -0.7297 -5.1876
H 1.2155 -2.5037 -5.3426
H -0.1304 -3.1198 -3.3644
H 1.4816 -4.4147 -1.5904
H 2.5068 -6.3331 -0.4269
H 2.4724 -6.4504 2.0343
H 1.4960 -4.6169 3.3514
H 0.3952 -2.7214 2.1992
H -1.6149 -4.6273 -0.1204
H -3.8779 -5.2710 -0.8900
H -5.1700 -3.7497 -2.3334
H -4.2294 -1.5765 -3.0210
H -1.9658 -0.9175 -2.2485
O -1.1036 -0.9571 3.0941
C -0.0959 -0.4899 3.6334
C 0.3232 -0.5136 5.0720
C 1.6989 0.1438 5.0276
C 1.8814 0.5732 3.5610
O 2.8023 1.2029 3.1199
N 0.8153 0.1124 2.8559
H 0.3450 -1.5462 5.4234
H -0.3884 0.0356 5.6909
H 2.5122 -0.5452 5.2667
H 1.7861 1.0140 5.6792
```

Output
Charge = +2
Kohn-Sham gap (alpha / beta) = 4.8 / 5.0 eV
Total energy = -3039.95445 hartree
HOMO level (alpha / beta) = -13.740 / -13.915 eV

Results of the Löwdin charge analysis, in e, for atoms 1 through 6:
1 Au 0.831
2 O -0.380
3 S 0.899
4 C -0.353
5 C -0.044
6 C -0.010

=====

# 2
Entry from OMol25: C11H18ClIN2O2PPd as an isolated structure (ωB97M-V/def2-TZVPD).

```
37
Properties=species:S:1:pos:R:3
C -1.8039 3.3289 0.6732
C -2.5977 2.3175 1.4506
H -2.4870 4.1481 0.3509
H -1.3475 2.9377 -0.3217
H -1.0551 3.8685 1.2902
O -2.3837 1.8685 2.5623
I -4.3824 2.1838 0.3086
Pd 0.7155 -0.2630 -0.3606
P -0.3398 0.0520 -2.2661
C -2.1207 0.1093 -2.0579
C 0.2085 1.6660 -3.0063
H 0.9097 -1.5153 -3.5878
H -0.5628 -1.0128 -4.4399
H -0.6502 -2.1169 -3.0640
C -0.1381 -1.2473 -3.4677
H 1.3239 1.7258 -3.0302
H -0.1498 1.8358 -4.0486
H -2.6507 0.2292 -3.0244
H -2.4075 0.9446 -1.4152
H -0.1350 2.5359 -2.3909
H -2.4276 -0.8209 -1.5858
C -1.2109 0.2626 0.8166
O -2.0583 -0.5197 1.0823
Cl 2.3672 -1.0379 -1.5243
N 3.2147 -1.5283 5.2126
C 2.7837 -1.1578 3.9934
C 1.8633 -0.1200 3.8271
C 1.2950 0.0790 2.5865
N 1.6538 -0.6545 1.5121
C 2.6581 -1.5506 1.6184
C 3.2004 -1.8723 2.8564
H 2.9673 -1.0422 6.0458
H 3.8234 -2.3042 5.3598
H 1.5470 0.4948 4.6546
H 0.5312 0.8359 2.4192
H 3.0408 -1.9827 0.6845
H 3.9190 -2.6771 2.9471
```

Output
Multiplicity = 5
Charge = +3
Kohn-Sham gap (alpha / beta) = 6.8 / 5.4 eV
Total energy = -1915.84869 hartree
HOMO level (alpha / beta) = -16.592 / -19.212 eV

Results of the Löwdin charge analysis, in e, for atoms 1 through 6:
1 C -0.114
2 C -0.833
3 H 0.088
4 H 0.106
5 H 0.130
6 O 0.079

=====

# 3
Entry from OMol25: a 2-piece molecular cluster, CH2ClO3S overall (ωB97M-V/def2-TZVPD).

```
8
Properties=species:S:1:pos:R:3
C -0.9507 0.3907 0.4022
O 0.8353 -0.7119 -1.0594
O -0.5283 1.3285 -0.4702
O -1.6380 -0.6637 -0.0857
S 0.8382 0.2962 -0.0966
Cl 3.6727 -0.3903 0.5797
H -1.3098 0.8480 1.2603
H -0.9194 -1.0975 -0.5303
```

Output
Charge = -1
Kohn-Sham gap = 7.8 eV
Total energy = -1123.41784 hartree
HOMO level = -4.174 eV

Results of the Löwdin charge analysis, in e, for atoms 1 through 6:
1 C -0.600
2 O -0.484
3 O -0.261
4 O 0.010
5 S 0.889
6 Cl -0.689

=====

# 4
Entry from OMol25: C18H36O36S9 as an isolated structure (ωB97M-V/def2-TZVPD).

```
99
Properties=species:S:1:pos:R:3
C 3.4464 10.3301 17.0653
C 3.5768 9.2960 18.1682
O 2.7141 9.7884 19.1921
S 2.4261 11.3983 19.0660
O 3.0269 12.0067 20.1901
O 1.0632 11.5826 18.7256
O 3.3885 11.5477 17.7856
H 2.4567 10.1730 16.6202
H 4.2207 10.2885 16.3088
H 4.5906 9.2771 18.5751
H 3.2706 8.2979 17.8662
C 7.7586 8.1651 30.9512
C 8.6956 9.1313 30.2611
O 8.0866 9.4392 29.0092
S 6.5282 8.9771 28.9871
O 6.4375 7.7837 28.2213
O 5.6273 10.0261 28.6415
O 6.4883 8.6505 30.5636
H 7.9357 8.1650 32.0245
H 7.8727 7.1257 30.6317
H 9.6469 8.6432 30.0543
H 8.8365 10.0158 30.8815
C 3.4921 12.5498 25.9250
C 3.3971 11.1027 26.2561
O 3.5710 10.3803 25.0557
S 3.5505 11.3440 23.7301
O 2.5500 10.8757 22.8435
O 4.9007 11.4859 23.3132
O 3.0581 12.6290 24.5437
H 4.5147 12.9271 25.8341
H 2.9540 13.2386 26.5691
H 2.4297 10.7761 26.6623
H 4.0231 10.7814 27.0914
C 8.1098 13.2709 28.9735
C 7.1510 13.0869 27.8078
O 5.9974 13.8994 28.0544
S 6.2872 14.9329 29.2761
O 5.5944 14.3862 30.3969
O 6.0523 16.2764 28.9026
O 7.8696 14.6089 29.3826
H 9.1266 13.2595 28.5831
H 8.0037 12.5309 29.7652
H 6.8962 12.0297 27.7328
H 7.5335 13.4356 26.8504
C 7.1655 17.6634 24.7975
C 7.9927 16.7602 25.6769
O 7.4541 15.4503 25.5022
S 6.6784 15.3487 24.0916
O 5.2712 15.2426 24.2557
O 7.3348 14.3966 23.2710
O 7.0211 16.8396 23.6093
H 7.7287 18.5296 24.4656
H 6.1700 17.8699 25.1900
H 8.0125 17.1258 26.7024
H 9.0173 16.7044 25.3015
C -1.6413 10.0632 25.9906
C -0.1925 10.4480 26.2821
O -0.1870 11.2017 27.5054
S -1.6766 11.2290 28.1890
O -1.9930 12.5628 28.5390
O -1.7478 10.1811 29.1482
O -2.4509 10.8373 26.8684
H -1.8678 9.0177 26.2095
H -1.9160 10.2409 24.9555
H 0.2964 11.0110 25.4889
H 0.3834 9.5301 26.4231
C 1.4120 10.7129 30.2741
C 2.8992 11.0382 30.3772
O 3.1166 11.0504 31.7829
S 2.3045 9.8460 32.4325
O 1.9078 10.1866 33.7504
O 2.9856 8.6125 32.2230
O 1.0276 9.9980 31.4481
H 1.0854 10.1363 29.4103
H 0.8672 11.6537 30.1589
H 3.1576 12.0013 29.9351
H 3.5709 10.3955 29.8026
C 2.1081 16.3072 24.2180
C 2.4333 17.7812 24.3136
O 3.3741 17.7844 25.4098
S 2.8757 16.8174 26.5785
O 2.0886 17.4954 27.5387
O 3.9485 15.9647 26.9558
O 1.8892 15.9872 25.5882
H 2.9215 15.7126 23.8006
H 1.2324 16.1132 23.6010
H 1.5875 18.3745 24.6674
H 2.9084 18.2659 23.4669
C 0.2755 8.5670 21.0588
C -0.2824 8.2652 22.4472
O -1.1579 9.3537 22.7499
S -1.3255 10.3572 21.4912
O -0.3668 11.3928 21.6682
O -2.6886 10.6747 21.2868
O -0.7889 9.2874 20.4261
H 0.4544 7.7097 20.4196
H 1.1688 9.1863 21.1596
H 0.4447 8.1517 23.2461
H -0.9193 7.3780 22.3875
```

Output
Kohn-Sham gap = 10.9 eV
Total energy = -6999.55937 hartree
HOMO level = -10.737 eV

Results of the Löwdin charge analysis, in e, for atoms 1 through 6:
1 C -0.175
2 C -0.168
3 O -0.217
4 S 0.629
5 O -0.200
6 O -0.203

=====

# 5
Entry from OMol25: one molecule with the formula C6H9N (ωB97M-V/def2-TZVPD).

```
16
Properties=species:S:1:pos:R:3
C 2.5696 -0.0941 0.3014
C 1.4444 0.2362 -0.6205
C 1.0349 0.9522 -1.6135
C 0.0621 -0.5098 -0.4994
N -0.7584 0.0763 0.5406
C -2.1382 -0.3748 0.5859
C -1.8049 0.9912 0.1139
H 3.4209 0.5739 0.1575
H 2.9251 -1.1190 0.1404
H 2.2457 -0.0209 1.3428
H -0.4690 -0.6088 -1.4607
H 0.3703 -1.5220 -0.2127
H -2.5340 -0.5408 1.5834
H -2.4738 -1.0883 -0.1674
H -1.9254 1.1985 -0.9505
H -1.9693 1.8503 0.7586
```

Output
Kohn-Sham gap = 10.2 eV
Total energy = -288.58951 hartree
HOMO level = -9.454 eV

Results of the Löwdin charge analysis, in e, for atoms 1 through 6:
1 C -0.060
2 C -0.405
3 C 0.210
4 C -0.241
5 N -0.112
6 C -0.145

=====

F_max? In order: 1.6; 5.5; 5.4; 2.2; 0.7 eV Å⁻¹.